Entry 1:
DFT (ωB97M-V/def2-TZVPD) results for an isolated molecule of C14H24N4O3S.

As for the energy above the lowest of the compared OMol25 structures with the same formula, charge and spin: 0.00 kJ/mol. The net charge is 0. As for the SMILES: CN1CCN(CCC(=O)N[C@H]2C=C[C@@H](S(N)(=O)=O)C=C2)CC1. The lowest unoccupied orbital energy is 0.5 eV. As for the spin multiplicity: 1.

Last column: Löwdin charge in e.
Geometry (Å):
1 C -1.32635 -3.98334 0.23416  -0.095
2 N -0.26283 -2.97715 0.31497  -0.228
3 C 0.28438 -2.60211 -1.00706  -0.165
4 C 1.48420 -1.62763 -0.89732  -0.134
5 N 1.27461 -0.47316 0.02947  -0.210
6 C 2.17788 0.70556 0.01433  -0.155
7 C 1.82277 1.53026 -1.23054  -0.076
8 C 0.47296 2.26604 -1.19503  -0.466
9 O 0.36349 3.38733 -1.70630  0.036
10 N -0.55636 1.55283 -0.70156  0.117
11 C -1.92742 2.02886 -0.69432  -0.292
12 C -2.79603 0.80961 -0.61785  -0.029
13 C -3.61624 0.49402 0.41576  -0.055
14 C -3.82545 1.44617 1.59047  -0.336
15 S -3.43623 0.66772 3.17572  0.635
16 N -1.75993 0.57147 3.16174  -0.057
17 O -3.78869 1.45717 4.36000  -0.333
18 O -3.93525 -0.70255 3.27485  -0.327
19 C -3.04699 2.76692 1.47865  -0.053
20 C -2.13768 2.98096 0.44191  0.006
21 C 0.88569 -0.95033 1.39135  -0.145
22 C -0.43572 -1.83507 1.26173  -0.144
23 H -1.67071 -4.19769 1.26479  0.089
24 H -2.19670 -3.64826 -0.29762  0.062
25 H -0.98001 -4.90843 -0.24816  0.084
26 H 0.67354 -3.47534 -1.53938  0.120
27 H -0.51637 -2.15555 -1.57362  0.103
28 H 1.72483 -1.27028 -1.86190  0.093
29 H 2.35334 -2.18855 -0.51575  0.121
30 H 2.06614 1.30667 0.90016  0.116
31 H 3.19704 0.36872 -0.02257  0.109
32 H 2.55512 2.29035 -1.40945  0.109
33 H 1.82071 0.93292 -2.12396  0.107
34 H -0.26534 0.68879 -0.25929  0.101
35 H -2.19427 2.57704 -1.62494  0.167
36 H -2.68954 0.10898 -1.41069  0.103
37 H -4.15246 -0.45192 0.41221  0.113
38 H -4.89092 1.62331 1.63846  0.131
39 H -1.39201 1.50148 3.00488  0.058
40 H -1.48005 0.17664 4.06176  0.087
41 H -3.17614 3.49949 2.27373  0.108
42 H -1.60200 3.90518 0.46797  0.106
43 H 0.71290 -0.12096 2.12692  0.103
44 H 1.75359 -1.51121 1.81186  0.117
45 H -0.74730 -2.21429 2.24942  0.116
46 H -1.21006 -1.19058 0.85316  0.081

***

Entry 2:
DFT (ωB97M-V/def2-TZVPD) results for a cluster of 5 separate species, C24H43BBrClN4O15PS in total.

The net charge is +1. The lowest unoccupied orbital energy is -4.6 eV. As for the spin multiplicity: 1.

Last column: Löwdin charge in e.
Geometry (Å):
1 C 1.01771 -3.79641 3.04074  -0.117
2 C 1.34597 -4.67770 1.66078  -0.228
3 C 0.53904 -3.99515 0.37203  -0.187
4 C 1.11416 -2.45106 0.08267  -0.130
5 N -0.07687 -1.53575 0.24430  -0.009
6 C -1.20687 -1.65543 -0.75500  -0.214
7 N -1.36309 -2.52695 -1.81802  0.150
8 N -2.14545 -0.53856 -0.27416  -0.520
9 Cl -3.72581 -1.01153 0.23389  0.750
10 C -1.38280 0.42796 0.65724  -0.578
11 S -1.98127 2.09092 -0.03443  0.766
12 B -1.91044 0.24871 2.20448  -0.548
13 O -2.39767 1.48270 2.91227  -0.015
14 O -1.95581 -1.00434 2.98336  -0.056
15 C -3.01599 -0.91746 4.04156  -0.218
16 C -3.46030 -2.41406 4.61177  -0.093
17 C 0.18325 -0.03519 0.29416  -0.441
18 C 1.34867 0.53856 1.31712  -0.564
19 Br 1.12379 2.45450 1.84398  0.768
20 C 2.88216 0.36594 0.76415  -0.269
21 C 3.92409 1.55220 1.29912  -0.189
22 P 0.29853 0.63901 -1.53034  0.955
23 N 1.14301 2.23069 -1.55861  -0.155
24 O 1.28422 -0.39701 -2.52330  -0.364
25 H 1.10368 -4.43080 4.02232  0.088
26 H -0.05393 -3.32592 2.86469  0.070
27 H 1.78457 -2.88450 3.01460  0.073
28 H 2.49706 -4.59199 1.38118  0.124
29 H 1.02229 -5.81468 1.81569  0.113
30 H 0.68288 -4.62326 -0.62641  0.106
31 H -0.60070 -4.00460 0.64538  0.109
32 H 1.94421 -2.27604 0.89020  0.110
33 H 1.57498 -2.49008 -0.99207  0.134
34 H -1.39176 -2.17066 -2.81656  0.153
35 H -1.44255 -3.58115 -1.69913  0.142
36 H -3.14164 1.84218 -0.81733  -0.067
37 H -1.63820 2.12987 3.04398  0.090
38 H -2.64135 -0.30318 4.98795  0.144
39 H -4.01917 -0.43550 3.62385  0.137
40 H -2.52059 -3.12666 4.61936  0.084
41 H -4.31679 -2.78767 3.88654  0.082
42 H -3.94117 -2.30908 5.68066  0.090
43 H 1.26650 -0.09846 2.32284  0.131
44 H 3.38283 -0.65543 1.12683  0.117
45 H 2.94893 0.32918 -0.42300  0.103
46 H 5.01214 1.12729 1.05335  0.089
47 H 3.89971 1.69567 2.46501  0.092
48 H 3.82986 2.54888 0.68596  0.074
49 H 0.79624 2.82634 -2.36927  0.017
50 H 2.15957 2.02862 -1.72047  0.041
51 H 0.89179 -0.28535 -3.46014  0.082
52 C -1.05999 7.11854 -2.18458  -0.125
53 C -1.78347 6.26112 -1.19747  -0.132
54 O -1.78249 4.98630 -1.81144  0.037
55 C -0.73153 4.96608 -2.68248  -0.493
56 O -0.33193 3.96687 -3.25657  0.084
57 O -0.18588 6.20909 -2.82629  0.076
58 H -0.49723 7.92325 -1.70354  0.142
59 H -1.73126 7.55178 -2.93344  0.142
60 H -1.25812 6.19256 -0.23903  0.141
61 H -2.80600 6.60474 -1.01851  0.124
62 C -0.58661 -9.05819 -0.14074  -0.136
63 C -0.63387 -7.90993 -1.09585  -0.142
64 O 0.51493 -7.15683 -0.75644  0.022
65 C 1.38855 -8.01540 -0.15371  -0.521
66 O 2.54674 -7.74331 0.11511  0.136
67 O 0.79748 -9.21778 0.10782  0.073
68 H -1.01190 -9.97137 -0.56603  0.142
69 H -1.09232 -8.83672 0.80493  0.138
70 H -0.55092 -8.23064 -2.13967  0.138
71 H -1.53998 -7.30900 -0.97960  0.134
72 C 7.87853 4.01140 -0.61486  -0.136
73 C 7.06554 2.76471 -0.48146  -0.145
74 O 6.51292 2.87390 0.81654  0.007
75 C 6.49942 4.20211 1.13172  -0.514
76 O 5.93549 4.67326 2.10522  0.138
77 O 7.19809 4.93383 0.21525  0.070
78 H 7.91879 4.37398 -1.64566  0.140
79 H 8.90021 3.88647 -0.24118  0.140
80 H 6.24966 2.71758 -1.21045  0.134
81 H 7.67346 1.86008 -0.56944  0.140
82 C -6.17677 2.70683 -2.44917  -0.142
83 C -6.29813 3.45890 -3.73473  -0.136
84 O -6.17404 4.81029 -3.33414  0.073
85 C -5.49437 4.81250 -2.15021  -0.501
86 O -5.06388 5.81508 -1.60507  0.132
87 O -5.35860 3.54694 -1.65685  0.046
88 H -5.71137 1.72641 -2.58262  0.133
89 H -7.14149 2.57773 -1.94745  0.140
90 H -5.49058 3.22210 -4.43551  0.138
91 H -7.25868 3.28719 -4.22820  0.141

***

Entry 3:
DFT (ωB97M-V/def2-TZVPD) results for a cluster of 2 separate species, H6N2P2 in total.

As for the energy above the lowest of the compared OMol25 structures with the same formula, charge and spin: 154.67 kJ/mol. The net charge is 0. The lowest unoccupied orbital energy (alpha / beta) is -0.3 / 0.1 eV. As for the spin multiplicity: 1.

Last column: Löwdin charge in e.
Geometry (Å):
1 N 0.22177 0.97613 -0.16598  -0.037
2 N 1.02842 0.62844 -1.10484  -0.588
3 P -1.13776 -1.52356 1.37597  0.560
4 P 1.43571 0.92521 -2.69320  0.693
5 H -0.36686 1.81658 -0.31589  0.054
6 H 1.67439 -0.00227 -0.69130  0.039
7 H -1.00360 -0.34679 2.15219  -0.190
8 H -2.06141 -2.30175 2.23316  -0.161
9 H -0.23856 -2.18784 2.21117  -0.215
10 H 0.44790 2.01586 -3.00129  -0.156

***

Entry 4:
DFT (ωB97M-V/def2-TZVPD) results for an isolated molecule of C5H11NO.

As for the energy above the lowest of the compared OMol25 structures with the same formula, charge and spin: 109.34 kJ/mol. The net charge is 0. As for the SMILES: CC(C)[C@H](N)C=O. The lowest unoccupied orbital energy is 0.9 eV. As for the spin multiplicity: 1.

Last column: Löwdin charge in e.
Geometry (Å):
1 C -2.12472 -0.18598 -0.52314  -0.085
2 C -0.62547 -0.48410 -0.45614  -0.373
3 C 0.01883 -0.01936 -1.75916  -0.077
4 C 0.02113 0.24046 0.76914  -0.354
5 N -0.06379 1.67199 0.87243  0.060
6 C 1.49307 -0.19916 0.81733  -0.236
7 O 1.88690 -1.33289 0.84254  0.058
8 H -2.42157 0.86031 -0.42743  0.073
9 H -2.58965 -0.56690 -1.43386  0.075
10 H -2.65240 -0.71151 0.28067  0.077
11 H -0.47078 -1.55860 -0.39005  0.134
12 H 1.02052 -0.42942 -1.84814  0.077
13 H 0.03650 1.07368 -1.84801  0.076
14 H -0.51312 -0.27364 -2.67644  0.077
15 H -0.42367 -0.23628 1.65076  0.153
16 H 0.08401 2.08857 -0.02380  0.060
17 H -0.97127 1.95258 1.21449  0.077
18 H 2.23342 0.63525 0.82830  0.126

***

Largest force on an atom / eV Å⁻¹: 4.2; 5.0; 1.9; 1.9